# 1
ORCA calculation (wB97M-V/def2-TZVPD) on an isolated molecule of C6H6FNO2 at a distorted geometry.

```
16
Properties=species:S:1:pos:R:3:forces:R:3:lowdin_charge:R:1
C -0.61099 -0.48704 -2.67622 -1.9 -1.5 -3.5 0.10
C -0.42968 0.06041 -1.62887 1.7 0.8 0.7 -0.17
C 0.06804 -0.14949 1.74180 0.1 -0.9 -0.1 -0.50
C 0.22413 0.71320 -0.53460 -4.8 -2.1 2.6 -0.08
C -1.57885 1.38920 0.85651 1.2 -0.5 -2.8 -0.12
C 1.58209 -1.22394 0.07709 -0.4 -1.1 2.2 -0.01
N 0.68731 -0.13151 0.53045 0.0 0.6 -1.3 -0.07
O 0.30438 -0.90265 2.63982 0.1 0.3 -0.1 0.14
O -0.98193 0.75461 1.87918 -1.1 0.9 0.4 0.07
F -1.47139 2.77034 0.82632 -0.1 -1.8 0.6 0.01
H -1.00874 -0.91619 -3.67150 1.0 0.9 2.5 0.08
H 0.59178 1.65573 -0.65089 1.3 2.3 -0.4 0.09
H -2.67528 1.05741 0.54731 2.5 0.7 0.8 0.18
H 1.44704 -1.25947 -1.00432 0.9 -0.1 0.2 0.07
H 2.57509 -1.10192 0.56718 -0.3 0.3 -1.2 0.10
H 1.27701 -2.22872 0.50074 -0.2 1.1 -0.5 0.11
```
Positions in Å, forces in eV/Å.

- HOMO energy (alpha / beta) (Eh) = -0.3155 / -0.3143

---

# 2
ORCA calculation (wB97M-V/def2-TZVPD) on a structure of composition C6H6I2N2 at a distorted geometry.

```
16
Properties=species:S:1:pos:R:3:forces:R:3:lowdin_charge:R:1
C 0.40794 -1.71153 0.84737 1.5 3.7 -1.3 -0.04
C -0.36597 -0.62014 0.37850 0.5 -0.7 -0.4 -0.03
C 1.79139 -1.57578 0.86010 0.7 -1.2 -0.2 -0.06
C 0.29185 0.48666 -0.10261 1.3 0.9 0.9 -0.34
C 2.35481 -0.35691 0.42026 0.0 0.1 0.0 -0.58
C -0.37719 1.73920 -0.58448 -1.5 -3.1 0.6 -0.01
N 1.63176 0.65641 -0.04869 -0.3 -1.8 0.4 0.02
N 3.73007 -0.06627 0.62380 0.0 -0.5 -0.2 -0.97
I 5.12572 -1.45558 -0.10187 -0.7 0.5 0.2 0.72
I 4.17077 1.86200 0.11864 0.7 0.3 -0.1 0.78
H 0.03358 -2.54798 1.26672 -1.6 -2.7 1.0 0.07
H -1.43297 -0.59021 0.21585 -0.2 -0.5 0.5 0.11
H 2.44515 -2.47294 1.12932 -0.9 1.6 -0.2 0.10
H -1.19844 1.90493 0.09921 -0.2 0.7 0.0 0.08
H 0.39216 2.42736 -0.59889 0.9 1.9 -0.4 0.05
H -0.78156 1.40354 -1.52100 -0.3 0.8 -0.9 0.08
```
Positions in Å, forces in eV/Å.

- HOMO energy (Eh) = -0.3078

---

# 3
ORCA calculation (wB97M-V/def2-TZVPD) on a structure of composition C6H6N at a distorted geometry.

```
13
Properties=species:S:1:pos:R:3:forces:R:3:lowdin_charge:R:1
C -1.20889 -1.10233 1.63901 -0.4 -0.6 4.8 0.05
C 0.54758 0.90263 0.93376 0.9 -1.5 2.7 0.12
C -1.27988 -1.54182 0.33132 -1.3 -0.2 -1.2 0.07
C -0.26054 -0.16708 1.31123 -0.9 0.4 -0.1 -0.07
C 0.60544 0.46297 -0.35770 -2.9 -2.0 -2.8 -0.08
C 1.00813 0.97164 -1.68899 2.0 2.4 1.0 0.01
N -0.39351 -0.63137 -0.12307 2.0 1.4 -2.0 0.10
H -1.66068 -1.47417 2.61204 0.6 0.7 -1.5 0.15
H 1.20417 1.41222 1.59588 0.2 1.3 -0.1 0.13
H -2.06803 -2.26208 -0.04911 1.7 0.8 -0.6 0.18
H 2.04641 1.50870 -1.64298 -2.1 -0.5 0.3 0.15
H 1.21148 0.27518 -2.42523 0.0 -2.1 -1.1 0.06
H 0.24832 1.64551 -2.13615 0.3 -0.1 0.7 0.12
```
Positions in Å, forces in eV/Å.

- HOMO energy (Eh) = -0.5400
- net charge = +1

---

# 4
ORCA calculation (wB97M-V/def2-TZVPD) on the ion C6H6N with charge +1 at a distorted geometry.

```
13
Properties=species:S:1:pos:R:3:forces:R:3:lowdin_charge:R:1
C -3.16520 -0.06175 0.06404 6.3 1.4 -0.1 -0.23
C -4.39473 -0.20452 0.06278 -5.4 -0.5 0.1 0.22
C -1.83532 -0.58940 -0.03477 1.6 1.5 -0.3 -0.09
C -1.82701 0.74185 -0.11016 -0.7 -3.9 0.0 0.00
C -0.48920 -1.32517 0.10598 -2.2 0.1 -0.6 0.04
C -0.47601 1.31406 0.00421 0.7 1.5 1.0 -0.01
N 0.42580 0.01388 0.22490 -1.1 -2.3 -0.8 0.12
H -0.49981 -1.95965 1.03489 0.6 0.9 -0.7 0.15
H -0.31735 -2.00191 -0.79419 0.4 1.3 1.1 0.16
H -0.13224 1.88974 -0.91312 -0.2 -0.9 1.2 0.16
H -0.36033 1.94553 0.94329 0.1 -0.7 -1.3 0.16
H 0.81137 -0.17664 1.12998 0.1 1.1 1.2 0.15
H 1.26068 -0.08123 -0.34982 -0.2 0.4 -0.7 0.17
```
Positions in Å, forces in eV/Å.

- HOMO energy (Eh) = -0.4854
- net charge = +1

---

# 5
ORCA calculation (wB97M-V/def2-TZVPD) on the ion C6H6N with charge +1 at a distorted geometry.

```
13
Properties=species:S:1:pos:R:3:forces:R:3:lowdin_charge:R:1
C -2.26880 -0.62134 0.61784 0.9 -2.2 -0.5 -0.01
C -1.52339 -1.31294 -0.13471 -1.4 0.7 1.0 0.13
C 1.58521 -0.41153 0.91810 2.0 0.1 1.2 0.16
C -1.87093 0.69073 0.41216 1.6 1.3 0.9 0.09
C -0.22915 -1.30740 -0.74802 -0.1 0.6 0.5 -0.09
C -0.06799 0.21494 -0.90106 -1.3 0.8 -1.1 -0.01
N 0.66336 -0.41461 0.04046 1.6 -1.3 0.0 -0.12
H 2.19948 0.53927 1.10708 -1.3 -1.3 -0.3 0.14
H 1.94302 -1.35428 1.46735 -1.0 1.4 -1.0 0.15
H -2.62660 1.41819 0.06580 1.0 -0.1 -0.2 0.12
H -0.96718 1.00166 1.07248 -2.2 -0.1 -0.9 0.14
H 0.19264 -2.08775 -1.37788 0.0 0.3 0.1 0.17
H 0.30463 0.73471 -1.79363 0.2 -0.3 0.6 0.15
```
Positions in Å, forces in eV/Å.

- HOMO energy (Eh) = -0.4932
- net charge = +1

---

# 6
ORCA calculation (wB97M-V/def2-TZVPD) on a structure of composition C6H6N at a distorted geometry.

```
13
Properties=species:S:1:pos:R:3:forces:R:3:lowdin_charge:R:1
C 0.41149 0.12505 1.22095 -1.3 0.1 -1.0 -0.15
C 1.46201 -0.00357 1.95738 2.1 0.3 0.7 0.15
C -1.09782 -0.13420 -1.74623 2.8 1.1 2.3 0.07
C -1.04431 0.42369 1.02414 -2.7 0.1 3.6 0.12
C 0.39653 -0.21401 -1.52231 0.0 -0.7 -1.8 0.11
C -1.01672 0.11402 -0.26227 -1.1 0.2 1.0 -0.12
N 0.35082 -0.14190 -0.26494 1.1 0.3 0.4 0.10
H 2.39124 -0.18368 1.41473 -0.2 -0.3 0.2 0.10
H 1.62597 0.18213 3.02067 -0.7 -0.1 -0.3 0.11
H -1.33611 0.55970 -2.43936 -1.4 2.6 -1.8 0.11
H -1.45622 -1.03105 -2.00627 -1.7 -3.5 -0.9 0.10
H -1.85605 0.61798 1.81556 1.5 0.0 -1.6 0.16
H 1.16917 -0.31416 -2.21204 1.6 -0.2 -0.8 0.14
```
Positions in Å, forces in eV/Å.

- HOMO energy (Eh) = -0.5348
- net charge = +1

---

# 7
ORCA calculation (wB97M-V/def2-TZVPD) on the ion C6H6N with charge +1 at a distorted geometry.

```
13
Properties=species:S:1:pos:R:3:forces:R:3:lowdin_charge:R:1
C 2.09187 -1.38838 0.61637 -10.5 3.3 3.3 -0.09
C 2.98433 -1.68349 -0.14464 4.6 -1.5 -3.7 0.14
C -0.91004 1.20284 0.71745 -0.7 1.0 1.0 0.04
C -0.25934 1.39003 -0.61354 0.6 -0.3 1.0 0.01
C 0.73639 -0.88163 0.45020 8.8 -1.8 1.6 -0.05
C -0.09629 0.10892 0.05862 -1.6 1.1 0.8 -0.28
N -0.39685 -1.31799 -0.26914 -2.7 -1.3 1.7 0.27
H -0.62340 1.68328 1.72208 0.0 -1.1 -1.8 0.17
H -1.99662 1.14784 0.55558 0.5 -0.3 0.4 0.13
H -0.92569 1.40024 -1.39918 -1.4 -0.1 -1.7 0.12
H 0.65273 1.82344 -0.83580 1.6 1.4 0.0 0.12
H -0.05616 -1.71675 -1.10456 -0.3 -0.8 -1.8 0.18
H -1.20094 -1.76834 0.24656 1.1 0.2 -0.9 0.23
```
Positions in Å, forces in eV/Å.

- HOMO energy (alpha / beta) (Eh) = -0.5338 / -0.5338
- net charge = +1